12
Properties=species:S:1:pos:R:3:lowdin_charge:R:1 method="wB97M-V/def2-TZVPD" homo_lumo_gap_ev="6.87 / 6.87" spin_multiplicity=1 e_tot_ha=-269.12765 homo_ev="-7.48 / -7.48" total_charge=0
C 0.150 0.037 1.402 -0.080
C 0.841 -0.318 0.079 -0.177
C 0.369 -1.388 -0.699 -0.082
O -0.653 -0.935 -1.372 0.056
C -0.448 0.450 -1.043 -0.318
C -1.066 1.498 -1.362 0.084
H 0.370 1.081 1.644 0.085
H -0.936 -0.071 1.351 0.085
H 0.533 -0.597 2.210 0.075
H 1.928 -0.237 0.170 0.122
H 0.724 -2.388 -0.934 0.141
H -1.028 2.538 -1.087 0.008



12
Properties=species:S:1:pos:R:3:lowdin_charge:R:1 method="wB97M-V/def2-TZVPD" homo_lumo_gap_ev=9.57 spin_multiplicity=1 e_tot_ha=-269.19288 homo_ev=-8.47 total_charge=0
C 0.259 0.901 -0.723 -0.093
C -0.501 -0.382 -0.736 -0.166
C 0.330 -1.268 0.438 -0.153
O 1.336 -0.409 0.924 -0.045
C 0.376 0.654 0.802 -0.207
C -0.816 -0.366 0.698 -0.108
H -0.404 1.736 -0.942 0.113
H 1.201 0.969 -1.284 0.118
H -1.049 -0.896 -1.527 0.134
H 0.510 -1.917 -0.399 0.131
H 0.503 1.473 1.508 0.146
H -1.744 -0.496 1.241 0.130



12
Properties=species:S:1:pos:R:3:lowdin_charge:R:1 method="wB97M-V/def2-TZVPD" homo_lumo_gap_ev="6.99 / 7.00" spin_multiplicity=1 e_tot_ha=-269.13329 homo_ev="-8.34 / -8.35" total_charge=0
C -1.240 -0.926 -0.173 -0.008
C -0.140 0.062 -0.206 -0.157
C -0.198 1.522 -0.016 -0.264
O 0.943 1.436 0.780 -0.119
C 1.209 -0.229 0.009 -0.184
C 2.115 -1.122 0.005 0.141
H -0.865 -1.920 -0.435 0.095
H -2.052 -0.608 -0.836 0.096
H -1.650 -0.971 0.846 0.115
H -1.109 1.849 0.513 0.132
H -0.101 2.103 -0.948 0.129
H 3.089 -1.197 0.461 0.025



12
Properties=species:S:1:pos:R:3:lowdin_charge:R:1 method="wB97M-V/def2-TZVPD" homo_lumo_gap_ev=10.51 spin_multiplicity=1 e_tot_ha=-269.28022 homo_ev=-9.57 smiles="C=C=CCC=O" total_charge=0
C 2.552 -0.160 -0.656 0.003
C 1.352 0.296 -0.432 -0.111
C 0.080 0.564 -0.340 -0.118
C -0.783 0.011 0.757 -0.162
C -2.198 -0.247 0.305 -0.265
O -2.598 -0.055 -0.818 0.051
H 2.594 -0.991 -1.352 0.061
H 3.472 0.231 -0.234 0.055
H -0.395 1.182 -1.098 0.116
H -0.366 -0.920 1.167 0.127
H -0.829 0.709 1.606 0.123
H -2.882 -0.621 1.095 0.120



12
Properties=species:S:1:pos:R:3:lowdin_charge:R:1 method="wB97M-V/def2-TZVPD" homo_lumo_gap_ev="8.49 / 8.49" spin_multiplicity=1 e_tot_ha=-269.23967 homo_ev="-7.97 / -7.97" smiles=Cc1ccco1 total_charge=0
C -1.526 -0.277 0.450 -0.026
C -0.640 0.427 -0.575 -0.291
C 0.401 1.274 -0.208 -0.034
C 1.544 0.424 -0.112 -0.059
C 1.135 -0.772 -0.620 -0.150
O -0.072 -0.682 -1.168 -0.029
H -2.163 0.350 1.058 0.072
H -0.794 -0.759 1.144 0.098
H -2.059 -1.121 0.006 0.082
H 0.363 2.330 0.035 0.108
H 2.445 0.613 0.455 0.105
H 1.367 -1.806 -0.466 0.125



12
Properties=species:S:1:pos:R:3:lowdin_charge:R:1 method="wB97M-V/def2-TZVPD" homo_lumo_gap_ev=10.87 spin_multiplicity=1 e_tot_ha=-269.24184 homo_ev=-9.98 smiles="C#C[C@@H](O)C=C" total_charge=0
C 0.649 1.613 2.081 0.121
C 0.133 0.914 1.223 -0.077
C -0.475 -0.136 0.387 -0.420
O -1.921 0.020 0.459 -0.042
C 0.020 -0.025 -1.019 -0.144
C 0.813 -0.974 -1.574 0.021
H 1.270 2.158 2.825 0.051
H -0.203 -1.103 0.814 0.141
H -2.345 -0.643 -0.097 0.089
H -0.339 0.935 -1.466 0.129
H 1.068 -1.912 -1.067 0.060
H 1.331 -0.847 -2.566 0.070



12
Properties=species:S:1:pos:R:3:lowdin_charge:R:1 method="wB97M-V/def2-TZVPD" homo_lumo_gap_ev=9.61 spin_multiplicity=1 e_tot_ha=-269.16143 homo_ev=-8.58 smiles="C=C1C=C1.C=O" total_charge=0
C 0.951 -1.034 -0.531 -0.054
C -0.277 -0.613 -0.510 -0.406
C -1.541 -0.866 0.188 0.079
C -1.493 0.092 -0.772 0.040
H 1.356 -1.734 0.226 0.071
H 1.744 -0.755 -1.381 0.111
H -2.129 -1.441 0.919 0.117
H -1.831 1.040 -1.250 0.128
C 0.732 1.235 0.720 -0.297
O -0.299 1.584 1.122 -0.007
H 1.590 0.807 1.457 0.125
H 1.197 1.685 -0.187 0.093



12
Properties=species:S:1:pos:R:3:lowdin_charge:R:1 method="wB97M-V/def2-TZVPD" homo_lumo_gap_ev=10.56 spin_multiplicity=1 e_tot_ha=-269.28912 homo_ev=-9.68 smiles="C#CCC(C)=O" total_charge=0
C 2.271 0.247 0.815 0.119
C 1.471 -0.242 0.060 -0.147
C 0.418 -0.814 -0.781 -0.139
C -0.959 -0.577 -0.154 -0.446
C -1.299 0.849 0.220 -0.019
O -1.721 -1.496 0.032 0.086
H 2.981 0.672 1.490 0.028
H 0.432 -0.340 -1.772 0.130
H 0.551 -1.891 -0.917 0.124
H -2.374 1.004 0.113 0.085
H -0.742 1.577 -0.377 0.084
H -1.030 1.012 1.270 0.094



12
Properties=species:S:1:pos:R:3:lowdin_charge:R:1 method="wB97M-V/def2-TZVPD" homo_lumo_gap_ev=10.79 spin_multiplicity=1 e_tot_ha=-269.27961 homo_ev=-9.91 smiles="C#C[C@@H](C)C=O" total_charge=0
C -1.369 -1.259 1.606 0.129
C -0.596 -0.563 1.000 -0.123
C 0.315 0.306 0.244 -0.353
C 1.167 -0.446 -0.779 -0.062
C -0.493 1.427 -0.408 -0.227
O -0.309 1.812 -1.535 0.068
H -2.046 -1.883 2.147 0.029
H 0.973 0.808 0.971 0.153
H 1.770 -1.212 -0.286 0.084
H 0.528 -0.928 -1.525 0.091
H 1.825 0.253 -1.301 0.082
H -1.269 1.883 0.241 0.130



12
Properties=species:S:1:pos:R:3:lowdin_charge:R:1 method="wB97M-V/def2-TZVPD" homo_lumo_gap_ev=10.60 spin_multiplicity=1 e_tot_ha=-269.29218 homo_ev=-9.43 smiles="C1=C[C@H]2O[C@H]2C1" total_charge=0
C -0.114 -0.049 -1.279 -0.073
C -1.093 0.533 -0.584 -0.035
C -0.778 0.500 0.877 -0.237
O -0.546 -0.797 1.445 -0.010
C 0.577 -0.053 0.999 -0.250
C 1.004 -0.548 -0.382 -0.117
H -0.108 -0.193 -2.356 0.102
H -1.977 1.006 -0.997 0.101
H -1.234 1.188 1.582 0.140
H 1.275 0.294 1.761 0.144
H 0.997 -1.646 -0.352 0.124
H 1.999 -0.235 -0.715 0.112



12
Properties=species:S:1:pos:R:3:lowdin_charge:R:1 method="wB97M-V/def2-TZVPD" homo_lumo_gap_ev=8.65 spin_multiplicity=1 e_tot_ha=-269.12580 homo_ev=-8.36 total_charge=0
C -0.083 -1.109 0.258 -0.037
C -1.970 -0.695 0.461 0.141
C -0.526 0.130 0.613 -0.453
C 0.944 -1.361 -0.822 -0.064
C -0.085 1.552 0.313 0.004
O -1.661 0.000 1.518 -0.017
H 0.360 -1.448 -1.691 0.077
H 1.552 -2.181 -0.478 0.079
H 1.481 -0.509 -0.950 0.023
H -0.131 2.099 1.306 0.113
H -0.731 2.084 -0.340 0.071
H 0.850 1.437 -0.190 0.064



12
Properties=species:S:1:pos:R:3:lowdin_charge:R:1 method="wB97M-V/def2-TZVPD" homo_lumo_gap_ev=10.43 spin_multiplicity=1 e_tot_ha=-269.22421 homo_ev=-10.17 smiles="C#CC(=O)CC" total_charge=0
C -1.712 -1.700 -0.789 0.116
C -1.787 -0.491 -0.930 -0.015
C -0.844 0.571 -0.515 -0.453
O -0.947 1.766 -0.533 0.101
C 0.438 -0.111 -0.034 -0.168
C 1.249 0.840 0.929 -0.091
H -1.913 -2.740 -0.795 0.049
H -0.013 -1.248 0.089 0.129
H 1.076 -0.185 -0.929 0.117
H 2.164 0.343 1.259 0.062
H 0.695 1.181 1.814 0.072
H 1.593 1.772 0.434 0.081